Entry 1:
{
  "formula": "C14H20EuN3SSe",
  "method": "ωB97M-V/def2-TZVPD",
  "symbols": ["C", "N", "Se", "C", "C", "H", "N", "C", "C", "H", "H", "H", "H", "H", "C", "H", "Eu", "H", "H", "H", "H", "H", "H", "H", "C", "C", "S", "C", "H", "H", "H", "H", "N", "H", "C", "C", "C", "C", "H", "C"],
  "positions_angstrom": [[0.358754, 1.580016, 2.099955], [-0.624204, -2.640622, 1.981085], [1.443010, -3.415081, 0.091844], [0.133259, -3.263781, 1.317140], [-2.810324, 1.097643, -1.308717], [0.912295, 1.349100, -2.216593], [-2.962829, -0.135822, -1.833843], [1.504939, 1.924678, 1.408472], [1.989165, -1.317129, -2.871559], [1.544360, 2.840540, 0.814675], [2.542194, -1.170461, -3.815348], [3.551668, -0.430548, 2.768339], [-1.548087, 0.975443, 3.894259], [-4.677806, 0.092311, -3.025117], [-1.860573, -0.858331, -1.642435], [2.300645, 2.179701, -1.592274], [0.812026, -0.792670, 0.521360], [-4.743718, -1.376611, -1.990183], [-0.525489, 2.147562, 2.011519], [-1.473131, -0.611843, 3.261931], [-3.709087, -1.342858, -3.451298], [2.413604, 1.464896, -3.158459], [0.942063, -1.115389, -2.948270], [-0.982218, 1.958773, -0.350804], [-0.860717, 0.103254, 3.815040], [0.339358, 0.472276, 3.021567], [2.666229, -0.200679, -1.585546], [2.649970, 0.074579, 2.505613], [1.341804, -0.995305, 3.997343], [-1.738690, -1.925682, -1.915812], [-3.517396, 1.929832, -1.346199], [2.110041, -2.340779, -2.582700], [-0.928002, -0.091240, -1.059121], [-0.645297, -0.375205, 4.734216], [1.494889, -0.283092, 3.181674], [-4.101476, -0.701331, -2.587743], [1.990878, 1.310364, -2.191033], [-1.518046, 1.133603, -0.836105], [3.532246, 1.567501, 1.252953], [2.653695, 1.182386, 1.630174]],
  "atomic_forces_ev_per_a": [[-0.056, -1.630, 1.090], [1.218, -0.917, -1.081], [0.843, -1.142, -0.636], [-1.433, 1.979, 1.168], [0.974, 1.402, 0.331], [-0.305, -0.322, -0.230], [-1.157, -1.704, -0.842], [-0.199, 0.301, 0.269], [0.875, 0.440, -0.234], [-0.064, -0.359, 0.045], [-0.398, 0.154, 0.422], [0.654, -0.267, -0.198], [0.616, -0.493, 0.501], [-0.265, 0.338, -0.008], [0.877, 0.004, 0.167], [0.221, -0.465, 0.027], [-0.636, 0.352, -0.085], [0.431, 0.672, 0.019], [-0.883, 0.681, -0.109], [0.111, -0.222, -0.111], [-0.346, 1.054, 1.247], [0.086, 0.169, -0.822], [-0.614, 0.202, -0.375], [-0.409, -0.455, -0.423], [-1.699, 1.222, -1.504], [-0.200, 1.129, -1.032], [0.033, -1.182, 0.344], [0.127, 0.484, 0.014], [1.070, -0.370, -0.557], [-0.196, 1.022, 0.109], [0.047, -0.728, -0.120], [0.258, -0.515, 0.316], [0.286, -0.712, 0.774], [0.313, -0.103, 1.052], [-0.784, 0.384, 0.775], [0.212, -1.449, -1.005], [-0.093, 1.463, 0.455], [-0.408, 0.389, 0.126], [1.984, 0.284, -0.936], [-1.091, -1.087, 1.054]],
  "total_charge": 2,
  "lumo_energy_ev": [-8.963, -7.009],
  "orbital_gap_ha": [0.245, 0.319],
  "spin_multiplicity": 7,
  "e_above_lowest_kj_mol": 0.0
}


Entry 2:
{
  "formula": "C14H20F4K3N2O20S4",
  "method": "ωB97M-V/def2-TZVPD",
  "symbols": ["O", "O", "N", "H", "H", "H", "H", "C", "C", "H", "C", "S", "F", "O", "H", "C", "C", "C", "O", "H", "O", "H", "F", "O", "H", "C", "H", "S", "F", "O", "C", "S", "C", "O", "H", "N", "H", "H", "O", "O", "S", "O", "C", "O", "H", "O", "O", "C", "H", "H", "O", "C", "K", "K", "C", "O", "O", "F", "K", "C", "H", "H", "O", "O", "H", "H", "O"],
  "positions_angstrom": [[17.885700, -20.252010, -3.557560], [23.485690, -25.488460, -10.803130], [16.282440, -17.791700, 6.126170], [24.330940, -20.920220, 1.395410], [20.403470, -26.879310, -8.425160], [22.874020, -24.078900, -9.665840], [11.300400, -10.805320, 1.500880], [22.656470, -25.145610, -9.719750], [23.919700, -20.017010, 0.944630], [19.027290, -26.618060, 0.840290], [13.019670, -10.769890, -0.867220], [16.600410, -20.325670, -4.320960], [15.914360, -17.293980, 3.789940], [16.672600, -19.503440, 4.291600], [22.855020, -19.833010, 1.088470], [22.758910, -25.895440, -11.838130], [22.359420, -26.598830, -1.154500], [20.474390, -26.135600, -2.264640], [14.361700, -18.951380, 4.780310], [20.010130, -27.787660, -0.990040], [11.800110, -10.422210, -1.318920], [24.506420, -20.684450, -0.952380], [14.270170, -17.268030, -4.084010], [21.415950, -25.764130, -11.533510], [22.958710, -25.710380, -8.837820], [19.046470, -26.117830, -0.127960], [21.507330, -27.868320, -9.494560], [15.741370, -18.511940, 4.867390], [17.021030, -20.820750, -5.825990], [16.310510, -18.561600, 8.523860], [11.839940, -10.044110, 0.937360], [16.402470, -19.106830, 7.170010], [25.842470, -18.806470, 0.998430], [15.091640, -18.705730, -2.346600], [19.075910, -25.052110, 0.098890], [16.036740, -18.700360, -4.655740], [20.312800, -25.059200, -2.322540], [18.113330, -26.330130, -0.649760], [13.076630, -10.499240, 0.436640], [13.875510, -11.324550, -1.552120], [14.824050, -18.793320, -3.783100], [25.736730, -19.290220, -0.207990], [20.839180, -27.010740, -9.415610], [21.868600, -26.333350, -2.349620], [19.828400, -26.562680, -3.031700], [23.581170, -26.917740, -0.980310], [13.732620, -19.547710, -4.307320], [11.115400, -9.696000, -0.357170], [19.972850, -27.267990, -10.025030], [10.033870, -9.809880, -0.283530], [26.830280, -18.179040, 1.379010], [20.154610, -26.713190, -0.877110], [10.046180, -23.011870, -5.741400], [15.763850, -17.404610, -9.421420], [21.301250, -25.629650, -10.127430], [23.220550, -26.127620, -12.901650], [15.720960, -21.417980, -4.005460], [18.064440, -19.385010, 7.050400], [18.555560, -13.875470, -4.690170], [24.383840, -19.737540, -0.426610], [23.735250, -19.014140, -0.920700], [11.139120, -8.621200, -0.537030], [21.407150, -26.519330, -0.176220], [15.841530, -20.412610, 6.811440], [20.676010, -24.829930, -9.730430], [11.935430, -9.028020, 1.320170], [24.590020, -18.927950, 1.559710]],
  "atomic_forces_ev_per_a": [[-3.571, 0.235, -2.464], [0.950, -1.189, -0.055], [-0.538, -2.147, 2.101], [-0.508, -0.313, -0.214], [0.610, 0.223, 0.155], [-0.898, 0.163, 0.778], [0.494, 0.211, 0.371], [1.477, -0.290, 0.366], [0.009, 1.020, 0.749], [-0.318, -0.028, 0.056], [0.994, -1.639, -1.331], [5.267, -0.972, 0.761], [-0.566, -0.171, 1.008], [-1.105, 1.690, 0.936], [0.109, -0.524, 0.130], [-0.220, 1.371, -0.428], [5.531, -1.687, 2.015], [-0.997, 0.940, 1.085], [0.832, 1.529, 0.523], [-0.027, -0.172, 0.116], [-0.124, -0.469, -1.729], [-0.358, 0.330, -0.644], [0.531, -0.356, -0.170], [-0.097, -0.385, -0.006], [0.356, 0.465, 0.162], [-1.104, 0.043, 1.024], [0.377, 0.401, 0.166], [0.621, -3.038, -5.690], [0.008, 1.238, 0.407], [-0.301, -1.187, -2.120], [-0.954, 1.316, -1.239], [2.372, 0.307, 2.358], [1.090, 3.073, 1.142], [-0.553, -0.933, -2.443], [0.415, 0.041, -0.414], [3.946, -3.846, -1.954], [-0.164, 0.165, 0.258], [-0.122, -0.011, 0.094], [1.459, -0.393, 0.567], [-1.871, 1.612, 1.751], [-5.163, 3.920, 5.003], [-0.099, -0.841, -2.199], [-0.688, 1.472, -1.859], [-0.040, -0.501, -1.357], [0.754, -0.513, -0.278], [-5.460, 1.663, -0.484], [-0.366, -0.634, 0.114], [-1.160, 1.070, 0.952], [-0.130, -0.291, -0.077], [0.025, -1.156, -0.446], [-2.888, -1.980, -0.142], [0.848, 0.435, -0.849], [0.093, 0.040, 0.205], [-0.045, -0.175, 0.128], [-0.236, -1.144, 2.128], [-0.482, -0.623, -0.308], [-0.150, 1.510, 0.120], [-1.985, 0.282, -0.042], [-0.047, -0.023, 0.398], [0.672, -1.951, -1.047], [0.473, 0.153, -0.191], [0.779, 0.148, -0.408], [0.673, -0.346, -1.252], [0.664, 2.745, 0.833], [-1.010, -0.178, -1.007], [0.427, -0.723, 1.449], [1.487, 1.021, 2.436]],
  "total_charge": 1,
  "lumo_energy_ev": -5.441,
  "orbital_gap_ha": 0.103
}


Entry 3:
{
  "formula": "C14H20N",
  "method": "ωB97M-V/def2-TZVPD",
  "symbols": ["C", "H", "H", "H", "H", "C", "H", "C", "C", "C", "C", "C", "H", "H", "C", "H", "H", "C", "C", "H", "H", "C", "H", "C", "H", "H", "H", "N", "H", "C", "H", "H", "H", "C", "H"],
  "positions_angstrom": [[0.877189, -1.208025, 1.988731], [-2.235438, -1.252532, 2.140974], [3.880154, -0.816054, 0.462495], [-1.569922, -1.512303, -1.744653], [2.366012, 1.757373, -2.126647], [-1.708756, 1.360082, -0.851342], [0.665226, 1.937180, -3.200250], [2.966503, -1.348160, 0.627226], [-1.421787, -2.047794, 2.164588], [-0.711109, -0.755997, 0.147884], [-0.289105, -1.405926, 1.378939], [-3.202107, 1.396549, -0.862036], [-3.659227, 1.338975, 0.123315], [-3.423082, 0.410502, -1.385970], [1.544509, 1.600926, -1.417312], [0.132220, -1.388534, -1.625608], [-0.540689, -2.670744, -0.821938], [-1.239975, 0.494896, 0.179440], [-0.695585, -1.670724, -1.082270], [2.473845, 1.785699, 1.699602], [2.798103, -0.380309, 2.397778], [-1.058159, 2.046127, -1.774683], [0.556048, 3.343959, -2.276034], [0.351621, 2.156199, -2.209918], [2.345013, -1.465317, -0.383103], [3.347843, -2.343983, 0.957324], [-3.712034, 2.285354, -1.348784], [2.183063, -0.487074, 1.519409], [-1.426843, 0.864910, 1.156963], [2.127661, 0.921506, 1.046786], [1.172213, -1.611112, 2.904106], [-1.791142, 2.688702, -2.333375], [-1.698217, -2.854602, 1.532434], [1.719674, 1.169258, -0.163880], [-1.123722, -2.339005, 3.179811]],
  "atomic_forces_ev_per_a": [[1.071, 0.781, -0.957], [0.815, -1.241, 0.346], [0.464, 0.492, -0.664], [0.379, -0.264, 0.556], [0.532, -0.630, 0.966], [-0.676, 0.504, -0.765], [-0.903, -0.741, -1.296], [-0.293, -1.046, -3.231], [0.366, 1.662, -0.256], [-1.153, 0.735, -1.813], [0.378, 1.458, 1.906], [-1.387, -0.330, -0.803], [0.171, -0.163, 0.236], [-0.505, 1.305, 0.471], [-0.602, 0.410, 1.026], [2.025, 0.537, -1.644], [-0.177, -1.640, 0.437], [1.806, -2.630, 0.794], [-1.574, 2.072, 0.574], [-0.536, -1.729, -0.405], [-1.505, -0.502, -1.311], [-1.058, 0.597, -1.351], [-0.169, -2.303, 0.480], [1.343, 2.856, 1.931], [1.553, 0.241, 2.232], [-1.286, 0.678, 0.514], [0.910, -1.179, 0.135], [0.158, -0.155, 2.662], [0.137, 0.600, 1.004], [-0.233, 1.122, -0.254], [-0.200, -0.841, 1.407], [1.185, -0.519, 0.117], [-0.853, -1.085, -0.074], [0.118, 1.000, -2.573], [-0.300, -0.051, -0.399]],
  "total_charge": 1,
  "lumo_energy_ev": -2.978,
  "orbital_gap_ha": 0.327,
  "e_above_lowest_kj_mol": 585.5
}


Entry 4:
{
  "formula": "C14H20N2O2",
  "method": "ωB97M-V/def2-TZVPD",
  "symbols": ["C", "O", "C", "C", "C", "H", "C", "N", "H", "H", "C", "C", "H", "H", "N", "C", "H", "H", "C", "H", "H", "H", "H", "H", "H", "C", "H", "H", "C", "H", "H", "C", "O", "H", "C", "C", "H", "H"],
  "positions_angstrom": [[0.904346, 0.992691, -0.069636], [-3.269072, 1.513539, -0.320041], [3.812759, 1.116539, -0.746345], [-0.462800, 0.866020, -0.187173], [-0.193082, -1.481877, -0.558736], [4.238727, -1.537802, -0.862332], [-5.642107, -0.000730, 1.623337], [3.130805, 0.061640, -0.019858], [3.172843, 1.992201, -0.833978], [-6.394653, 0.476991, 2.245745], [-4.799794, -0.290033, -0.736102], [1.177102, -1.350145, -0.450445], [1.314512, 1.966432, 0.149353], [5.029611, -0.333905, 1.842273], [-2.413618, -0.584063, -0.560620], [-3.424904, 0.327150, -0.507278], [4.843531, 1.879347, 0.991220], [-6.845019, 0.067889, -0.162205], [-1.032307, -0.379783, -0.434455], [-0.615953, -2.458596, -0.753981], [-4.661084, 0.326124, 1.960285], [-5.715853, -1.078220, 1.762275], [3.486364, -1.848148, 0.732237], [5.668080, 2.228742, -0.558978], [1.789413, -2.229251, -0.575305], [3.985124, -1.098622, 0.116819], [5.978142, -1.504117, 0.876903], [-5.761350, 1.452927, 0.045904], [5.098178, 1.482321, -0.003322], [4.078369, 0.772018, -1.760268], [-2.670044, -1.546514, -0.731724], [-5.846904, 0.371462, 0.160221], [5.939292, 0.360154, 0.130815], [-4.779507, -1.367393, -0.560197], [5.276455, -0.669971, 0.823322], [1.759636, -0.105638, -0.203152], [-5.056989, -0.117866, -1.784946], [-1.098247, 1.728497, -0.079645]],
  "atomic_forces_ev_per_a": [[0.129, -0.193, -0.094], [0.029, 0.291, 0.072], [0.308, 0.129, 0.104], [-0.137, 0.106, -0.044], [-0.240, 0.184, 0.025], [-0.047, -0.054, 0.047], [-0.088, 0.103, -0.189], [0.356, -0.003, 0.186], [0.042, -0.010, -0.015], [-0.022, 0.010, 0.133], [-0.201, 0.383, 0.071], [0.204, 0.097, -0.023], [0.042, 0.082, 0.054], [0.010, -0.065, -0.076], [-0.010, -0.427, -0.042], [-0.274, -0.513, -0.154], [0.005, 0.001, -0.091], [0.017, 0.050, -0.047], [0.369, 0.043, 0.014], [-0.040, -0.094, -0.019], [0.098, 0.019, 0.112], [-0.003, -0.106, 0.063], [0.028, -0.022, -0.041], [-0.075, 0.003, 0.040], [0.079, -0.057, -0.005], [0.254, 0.131, 0.178], [-0.079, 0.013, 0.040], [-0.071, -0.026, -0.070], [-0.256, 0.201, -0.215], [-0.046, 0.077, 0.019], [-0.109, 0.254, 0.050], [0.122, -0.135, 0.044], [0.120, -0.022, -0.095], [0.007, -0.037, -0.059], [-0.204, -0.327, 0.023], [-0.369, -0.038, 0.014], [0.066, -0.069, -0.020], [-0.017, 0.022, 0.011]],
  "lumo_energy_ev": 0.751,
  "orbital_gap_ha": 0.305,
  "e_above_lowest_kj_mol": 106.6
}